Model w:
Here is 2 unconnected molecules or ions with the total composition C2H8N3O from the Open Molecules 2025 dataset. Energies are from ωB97M-V/def2-TZVPD.

Computed properties:
net charge = +1
HOMO (spin up / spin down) = -13.02 / -13.02 eV
2S+1 = 1
molecular weight = 90.11 g mol⁻¹
Kohn-Sham gap (spin up / spin down) = 0.3153 / 0.3153 hartree

Geometry (Å):
1 C -0.41942 1.32639 -0.40090
2 C -1.21718 0.49525 0.62599
3 N 2.48543 0.18940 -0.24392
4 N -1.24931 -0.81220 0.62442
5 N -0.67793 -1.67536 -0.15469
6 O 3.26131 -0.72746 -0.35777
7 H -0.89478 1.31862 -1.30921
8 H -0.15641 2.31040 0.05308
9 H 0.59081 0.72614 -0.47343
10 H -1.71094 0.92226 1.44917
11 H -1.83496 -1.20003 1.47660
12 H -0.73643 -1.54884 -1.19293
13 H -0.27053 -2.51720 0.18236
14 H 2.83034 1.19262 -0.27879

The net atomic charges from Löwdin, expressed in e, are: -0.017, 0.002, -0.013, -0.056, 0.095, 0.004, 0.052, 0.106, 0.062, 0.123, 0.243, 0.171, 0.131, 0.097


Model x:
Here is 2 unconnected molecules or ions with the total composition C2H8N3O from the Open Molecules 2025 dataset. Energies are from ωB97M-V/def2-TZVPD.

Computed properties:
net charge = +1
HOMO = -14.25 eV
2S+1 = 1
molecular weight = 90.11 g mol⁻¹
Kohn-Sham gap = 0.3331 hartree

Geometry (Å):
1 C 1.26693 0.14877 -0.01117
2 C -0.97067 0.03926 -1.17226
3 N 2.20351 -0.69405 0.33129
4 N 1.20240 1.41986 0.12784
5 N 0.03594 -0.46605 -0.49517
6 O -2.53048 0.06512 0.66160
7 H -1.14515 1.12168 -1.52706
8 H -1.73133 -0.54787 -1.45144
9 H 2.72294 -0.47864 1.17565
10 H 1.99853 -1.70363 0.15149
11 H 2.10828 1.78710 0.25273
12 H -2.07652 -0.11441 1.45125
13 H -0.05780 -1.45739 -0.24328
14 H -3.02657 0.88025 0.74853

The net atomic charges from Löwdin, expressed in e, are: -0.520, 0.191, 0.168, 0.178, 0.104, 0.000, 0.174, 0.067, 0.142, 0.143, 0.055, 0.041, 0.174, 0.083


Model y:
Here is 3 unconnected molecules or ions with the total composition C2H8N3O from the Open Molecules 2025 dataset. Energies are from ωB97M-V/def2-TZVPD.

Computed properties:
net charge = +1
HOMO = -11.56 eV
2S+1 = 1
molecular weight = 90.11 g mol⁻¹
Kohn-Sham gap = 0.2608 hartree

Geometry (Å):
1 C -4.38258 0.59825 1.97040
2 C -2.66247 -0.08352 -0.35380
3 N -2.27099 -1.31224 -0.27405
4 N -2.59313 1.07812 -0.59195
5 N 7.77020 -0.22672 -1.18132
6 O -3.97615 -0.31945 1.26531
7 H -3.79855 1.53261 2.00178
8 H -5.06718 0.44082 2.79693
9 H 7.87712 -0.75458 -2.04805
10 H -1.45549 -1.68459 -0.71594
11 H -2.65689 1.97025 -0.93457
12 H -2.70298 -1.93402 0.40322
13 H 8.62634 0.02760 -0.88641
14 H 7.29276 0.66745 -1.45155

The net atomic charges from Löwdin, expressed in e, are: 0.028, -0.189, 0.223, 0.349, 0.014, -0.030, 0.107, 0.110, 0.013, 0.153, 0.106, 0.143, -0.060, 0.033


Model z:
Here is a gas-phase ion, C2H8N3O (charge +1) from the Open Molecules 2025 dataset. Energies are from ωB97M-V/def2-TZVPD.

Computed properties:
net charge = +1
HOMO = -15.21 eV
2S+1 = 1
molecular weight = 90.11 g mol⁻¹
Kohn-Sham gap = 0.4411 hartree

Geometry (Å):
1 C 0.83830 0.14472 -0.03627
2 C -1.55637 -0.51906 0.35561
3 N 2.10332 -0.28760 -0.23210
4 N -0.14708 -0.81735 0.00418
5 N 0.53263 1.37652 0.33384
6 O -1.98064 0.62646 -0.46570
7 H -1.71386 -0.07450 1.35410
8 H -2.25868 -1.39663 0.15651
9 H 2.30723 -1.23016 -0.26346
10 H 2.62960 0.57431 -0.29038
11 H 0.18924 -1.70613 -0.18163
12 H 1.38590 1.99178 0.31496
13 H -0.41566 1.71649 0.13824
14 H -2.64420 0.33991 -1.22279

The net atomic charges from Löwdin, expressed in e, are: -0.396, -0.154, 0.229, 0.106, 0.220, -0.126, 0.136, 0.160, 0.108, 0.135, 0.120, 0.166, 0.125, 0.170


Most stable pick: model z. Distance to second place: 0.0565 hartree.


Model w:
Here is a molecular structure, C27H30AsN7O2S2Tc from the Open Molecules 2025 dataset. Energies are from ωB97M-V/def2-TZVPD.

Computed properties:
net charge = +2
HOMO (spin up / spin down) = -13.23 / -13.65 eV
2S+1 = 4
molecular weight = 721.64 g mol⁻¹
Kohn-Sham gap (spin up / spin down) = 0.2546 / 0.2458 hartree

Geometry (Å):
1 Tc 0.87714 0.04344 -0.85231
2 O 2.56521 -0.24441 -1.74052
3 C 3.57622 -1.07945 -1.47240
4 C 4.39651 -1.48269 -2.52475
5 C 5.47620 -2.30393 -2.28138
6 C 5.77733 -2.74292 -0.98291
7 C 4.98195 -2.33946 0.05756
8 C 3.85692 -1.51983 -0.16931
9 C 3.08458 -1.08684 0.94291
10 N 1.95892 -0.45249 0.86755
11 N 1.43499 0.00205 2.06820
12 C 0.52117 0.87078 1.82480
13 O 0.23832 1.19994 0.56630
14 C -0.22810 1.54149 2.89085
15 C -1.32691 2.33126 2.55797
16 C -2.09156 2.90453 3.56209
17 C -1.75350 2.69938 4.89290
18 C -0.64372 1.92831 5.22368
19 C 0.12162 1.34957 4.22768
20 H 4.17629 -1.11603 -3.51855
21 H 6.10901 -2.60273 -3.10647
22 H 6.63375 -3.37758 -0.80824
23 H 5.20238 -2.64917 1.07194
24 H 3.45700 -1.27075 1.94818
25 H -1.57736 2.48391 1.51629
26 H -2.94808 3.51396 3.30798
27 H -2.34898 3.14928 5.67593
28 H -0.37344 1.78414 6.26095
29 H 0.99065 0.75448 4.47474
30 N -1.50717 1.97852 -3.67668
31 C -1.32586 3.14407 -2.92736
32 C -1.85368 4.41973 -3.07531
33 C -1.44742 5.35990 -2.15068
34 C -0.54583 5.03645 -1.12218
35 C -0.02680 3.76660 -0.98117
36 C -0.43605 2.80946 -1.90536
37 N -0.10464 1.46119 -2.05507
38 C -0.78341 1.02155 -3.10545
39 C -0.60601 -0.37017 -3.48312
40 C -1.02708 -1.11193 -4.53552
41 S -0.39149 -2.69392 -4.41613
42 C 0.40464 -2.28881 -2.97879
43 N 0.20511 -1.05540 -2.60282
44 H -2.15421 1.85145 -4.43862
45 H -2.53610 4.66597 -3.87715
46 H -1.82403 6.37049 -2.22397
47 H -0.24650 5.80894 -0.42735
48 H 0.67138 3.52622 -0.19297
49 H -1.64920 -0.81505 -5.36425
50 H 1.00810 -2.98872 -2.42139
51 N -3.80090 -0.25869 -2.72476
52 N -3.07903 0.25749 -1.60729
53 H -4.75259 -0.52657 -2.48907
54 H -3.32303 -1.08955 -3.05227
55 H -3.14741 -0.31758 -0.77155
56 H -3.45669 1.17229 -1.38854
57 C -1.83739 -4.37293 1.72469
58 As -0.93906 -2.69502 1.92481
59 C 0.70356 -3.09661 2.82494
60 C -1.99008 -1.60370 3.09502
61 S -0.78642 -1.85640 -0.04155
62 H -2.05030 -4.76856 2.71709
63 H -1.18873 -5.05587 1.18049
64 H -2.76342 -4.22730 1.17376
65 H 0.45458 -3.62962 3.74168
66 H 1.22819 -2.16731 3.04445
67 H 1.31023 -3.74047 2.18846
68 H -2.16556 -2.14805 4.02291
69 H -2.93928 -1.37266 2.61643
70 H -1.44498 -0.68769 3.29998

The net atomic charges from Löwdin, expressed in e, are: 1.605, -0.233, -0.306, 0.004, -0.027, -0.048, -0.014, -0.147, -0.028, -0.146, 0.090, -0.421, -0.257, -0.185, -0.018, -0.052, -0.049, -0.052, -0.032, 0.128, 0.123, 0.119, 0.125, 0.150, 0.110, 0.114, 0.116, 0.116, 0.117, 0.220, -0.160, 0.008, -0.050, -0.048, -0.009, -0.192, 0.019, -0.280, -0.306, -0.292, 1.150, -0.455, -0.180, 0.182, 0.124, 0.118, 0.117, 0.111, 0.101, 0.096, -0.053, -0.075, 0.078, 0.046, 0.029, 0.082, -0.241, 0.763, -0.230, -0.213, 0.253, 0.055, 0.049, 0.046, 0.056, 0.012, 0.049, 0.059, 0.052, 0.014


Model x:
Here is a molecular structure, C27H30AsN7O2S2Tc from the Open Molecules 2025 dataset. Energies are from ωB97M-V/def2-TZVPD.

Computed properties:
net charge = +2
HOMO (spin up / spin down) = -12.21 / -12.26 eV
2S+1 = 4
molecular weight = 721.64 g mol⁻¹
Kohn-Sham gap (spin up / spin down) = 0.2083 / 0.2066 hartree

Geometry (Å):
1 Tc 0.40591 0.30801 -0.29133
2 O 1.39650 -0.35705 1.50672
3 C 0.85447 -0.13070 2.83309
4 C 1.08665 -1.05429 3.82412
5 C 0.62842 -0.79871 5.10795
6 C -0.05153 0.37993 5.37138
7 C -0.30884 1.26436 4.33873
8 C 0.11011 1.03170 3.02598
9 C -0.38796 1.99484 2.02979
10 N -0.41048 1.81245 0.76390
11 N -1.14592 2.76188 0.04912
12 C -1.06225 2.62340 -1.23725
13 O -0.34259 1.58654 -1.73240
14 C -1.79906 3.53408 -2.11561
15 C -2.07871 3.22263 -3.44618
16 C -2.84547 4.08846 -4.21000
17 C -3.32769 5.26663 -3.65809
18 C -3.04389 5.58469 -2.33464
19 C -2.28625 4.72475 -1.56457
20 H 1.62234 -1.97408 3.62030
21 H 0.81554 -1.52002 5.89399
22 H -0.39984 0.59922 6.37215
23 H -0.87489 2.16781 4.53331
24 H -0.88439 2.88428 2.40103
25 H -1.69846 2.31265 -3.88435
26 H -3.05772 3.84330 -5.24327
27 H -3.92285 5.94271 -4.26052
28 H -3.41101 6.50839 -1.90421
29 H -2.05903 4.96842 -0.53509
30 N 3.91543 -2.61535 0.92228
31 C 4.53379 -1.90451 1.96074
32 C 5.76709 -2.07018 2.57952
33 C 6.09910 -1.13675 3.53544
34 C 5.23578 -0.07163 3.85827
35 C 4.00989 0.08545 3.24817
36 C 3.68203 -0.87117 2.29438
37 N 2.57129 -1.06441 1.44900
38 C 2.74641 -2.08614 0.60693
39 C 2.00914 -2.39376 -0.61973
40 C 2.16752 -3.53362 -1.33419
41 S 1.47394 -3.34751 -2.86845
42 C 1.01753 -1.75367 -2.49272
43 N 1.32032 -1.38055 -1.27471
44 H 4.35173 -3.35011 0.38427
45 H 6.43563 -2.88009 2.30891
46 H 7.05296 -1.21525 4.04110
47 H 5.54441 0.64991 4.60428
48 H 3.35779 0.91222 3.49343
49 H 2.64728 -4.45857 -1.03448
50 H 0.54981 -1.06067 -3.20034
51 N -1.60578 -2.32688 0.67254
52 N -1.54818 -0.91620 0.96123
53 H -0.95742 -2.79308 1.29220
54 H -2.52749 -2.69499 0.88299
55 H -1.79285 -0.74130 1.93188
56 H -2.24769 -0.45978 0.38733
57 C -2.42396 -3.08905 -2.69062
58 As -2.19354 -1.15195 -2.47169
59 C -4.06821 -0.66216 -2.18383
60 C -2.15479 -0.73057 -4.38121
61 S 0.68142 1.56110 -3.23540
62 H -3.47031 -3.30957 -2.90748
63 H -2.12229 -3.62468 -1.79128
64 H -1.82369 -3.43469 -3.53344
65 H -4.65355 -0.97056 -3.05013
66 H -4.16197 0.41610 -2.05814
67 H -4.46836 -1.15976 -1.29873
68 H -2.89567 -1.34826 -4.89245
69 H -1.17345 -0.91233 -4.81729
70 H -2.40220 0.31862 -4.53262

The net atomic charges from Löwdin, expressed in e, are: 1.341, -0.137, -0.182, -0.012, -0.021, -0.026, 0.002, -0.135, -0.032, -0.158, 0.107, -0.362, -0.766, -0.165, -0.053, -0.049, -0.047, -0.054, -0.017, 0.135, 0.128, 0.127, 0.132, 0.144, 0.036, 0.115, 0.117, 0.115, 0.112, 0.230, -0.134, 0.027, -0.025, -0.020, 0.025, -0.114, 0.053, -0.109, -0.286, -0.307, 1.155, -0.485, -0.122, 0.191, 0.134, 0.128, 0.128, 0.131, 0.102, -0.010, -0.039, -0.100, 0.066, 0.086, 0.086, 0.044, -0.320, 1.025, -0.316, -0.314, 0.511, 0.033, -0.002, 0.016, 0.034, 0.020, 0.021, 0.039, 0.014, 0.011


Most stable pick: model w. Distance to second place: 0.2616 hartree.